1.
{"formula": "C24H35N2Tc", "method": "the ωB97M-V functional and the def2-TZVPD basis", "s2": 3.8139, "total_charge": 1, "e_homo_ev": [-10.1, -10.5], "spin_multiplicity": 4, "homo_lumo_gap_ev": [7.0, 6.0], "elements": ["Tc", "N", "N", "C", "C", "C", "C", "C", "C", "C", "C", "C", "C", "C", "C", "C", "C", "C", "C", "C", "C", "C", "C", "C", "C", "C", "C", "H", "H", "H", "H", "H", "H", "H", "H", "H", "H", "H", "H", "H", "H", "H", "H", "H", "H", "H", "H", "H", "H", "H", "H", "H", "H", "H", "H", "H", "H", "H", "H", "H", "H", "H"], "positions_angstrom": [[-0.0495, -0.3939, -0.0250], [-0.0979, 0.0723, 4.3078], [0.1481, 0.2183, 1.8620], [2.9185, 2.7332, -2.0416], [-2.0851, -0.5891, 0.2394], [1.0375, -0.8496, -3.0566], [3.1210, -0.4867, -0.6790], [-0.7745, -3.3071, 1.1306], [-2.6494, 0.7884, 0.0059], [-1.2928, -2.8064, -1.9972], [0.5769, 2.9195, -3.4214], [1.3510, -1.9365, 0.5394], [-0.2058, -2.2002, -1.1840], [0.0554, -2.4849, 0.2165], [0.8887, -1.4103, -1.6903], [2.8735, 3.1525, -3.4429], [0.9600, -0.5892, 5.0956], [0.7234, 2.8311, -2.0627], [1.8486, -1.2461, -0.6206], [-1.1799, 0.7628, 5.0236], [1.6833, 3.1175, -4.1509], [-0.0682, 0.0575, 3.0196], [1.8754, 2.2162, -1.2932], [-2.8522, 0.5492, -2.4531], [2.1321, -2.1811, 1.7830], [-3.3266, 2.7331, -1.2710], [-3.4735, 1.1732, -1.0693], [-1.4496, -2.2445, -2.9190], [3.0498, 0.3025, -1.4284], [-0.9712, 0.6521, 6.0863], [-1.0423, -3.8391, -2.2693], [-4.2870, 3.2448, -1.1583], [2.6402, -1.2679, 2.1132], [-0.4506, 2.9043, -3.8083], [-1.8096, -3.3492, 0.7957], [-2.7073, 1.3546, -3.2421], [3.9858, -1.1369, -0.8745], [0.0653, -0.7339, -3.5371], [3.8559, 2.9861, -1.5154], [-2.2311, -2.8466, -1.4461], [-1.2002, 1.8278, 4.7534], [1.9397, -0.1279, 4.8959], [-2.5853, -1.3022, -0.4176], [1.4854, 0.1417, -2.9798], [-0.4006, 3.1211, -1.8495], [-2.1780, -0.8966, 1.2942], [-2.2248, 1.5780, 0.7091], [1.4833, -2.5448, 2.5841], [-1.7621, 0.1338, -2.3370], [0.6964, -0.4565, 6.1454], [-3.4451, -0.3026, -2.8983], [3.7766, 3.4888, -3.9095], [2.9007, -2.9447, 1.6044], [-2.1554, 0.3152, 4.7851], [-2.9090, 3.0186, -2.2830], [-2.6046, 3.1758, -0.5257], [-0.7642, -2.8921, 2.1413], [-0.3901, -4.3284, 1.1920], [1.5833, 3.2345, -5.2116], [1.6680, -1.4771, -3.6993], [1.0179, -1.6634, 4.8585], [3.2814, 0.0295, 0.2726]], "forces_ev_per_angstrom": [[-0.535, 1.499, -0.567], [-0.118, -0.405, 0.635], [-1.093, -0.113, 3.315], [2.342, 0.991, -0.822], [-2.030, 0.732, 0.283], [-0.070, 0.244, -0.221], [0.298, 0.238, 0.087], [-0.144, -0.186, 0.176], [-0.208, -0.297, -0.012], [-0.183, -0.085, -0.144], [-1.035, -0.329, 0.252], [0.823, -0.264, -1.382], [0.720, -0.207, -0.351], [0.457, 0.101, -0.404], [0.493, -0.944, 0.774], [0.101, -0.941, 1.619], [0.394, -0.241, -0.257], [-3.977, -2.066, 3.161], [0.156, -1.505, -0.241], [-0.524, 0.213, -0.240], [1.860, -0.532, -0.981], [1.207, 1.169, -2.228], [-3.334, 4.298, -4.083], [-0.050, -1.273, -0.408], [-0.007, 0.287, 0.300], [-0.245, 0.475, 0.244], [6.132, 1.407, -1.083], [-0.083, -0.072, 0.073], [0.316, -0.492, 0.004], [-0.196, 0.122, -0.136], [0.075, 0.181, 0.045], [0.152, 0.124, -0.071], [-0.048, -0.196, 0.035], [0.638, 0.483, -0.089], [0.021, -0.026, 0.033], [-0.688, -1.057, 1.055], [-0.225, 0.138, -0.015], [0.065, -0.020, -0.058], [-0.099, -0.661, -0.438], [-0.039, -0.018, -0.118], [0.043, -0.309, 0.132], [-0.356, -0.109, 0.094], [0.010, 0.097, 0.283], [0.071, -0.012, -0.227], [2.193, -1.274, 1.922], [-0.316, 0.101, -0.302], [-1.247, -0.902, -0.489], [0.121, 0.061, -0.026], [-1.887, 0.609, 0.256], [0.193, -0.133, -0.187], [0.533, 0.952, 0.349], [0.414, -0.019, -0.003], [-0.199, 0.152, -0.033], [0.314, 0.120, 0.144], [-0.651, -0.457, 1.078], [-0.908, -0.387, -0.563], [-0.050, -0.045, -0.028], [-0.026, 0.013, -0.046], [0.446, 0.383, -0.411], [-0.098, 0.065, 0.205], [-0.084, 0.416, 0.152], [0.158, -0.094, -0.041]]}

***

2.
{"formula": "C24H35N3O4", "method": "the ωB97M-V functional and the def2-TZVPD basis", "e_homo_ev": -8.1, "de_lowest_kj_mol": 122.5, "spin_multiplicity": 1, "homo_lumo_gap_ev": 8.8, "smiles": "Cc1ccc(N2C[C@@H](C(=O)N3CCC(C(=O)NCCCOC(C)C)CC3)CC2=O)cc1", "elements": ["O", "O", "O", "O", "N", "N", "N", "C", "C", "C", "C", "C", "C", "C", "C", "C", "C", "C", "C", "C", "C", "C", "C", "C", "C", "C", "C", "C", "C", "C", "C", "H", "H", "H", "H", "H", "H", "H", "H", "H", "H", "H", "H", "H", "H", "H", "H", "H", "H", "H", "H", "H", "H", "H", "H", "H", "H", "H", "H", "H", "H", "H", "H", "H", "H", "H"], "positions_angstrom": [[-0.3409, 1.5092, -0.7416], [-3.7000, -0.6616, 0.8757], [0.8188, -1.5883, -2.6725], [0.1536, -1.3889, 2.4416], [-2.4832, 2.0478, -0.3840], [1.0445, 0.6604, 1.8746], [-2.8789, -1.5688, -1.0081], [2.7972, -0.9864, 1.4771], [-0.4947, -2.0513, -0.6437], [2.3995, 0.1444, -2.2495], [-0.9527, 1.8794, 1.5464], [-1.2466, 0.5857, 2.3078], [4.6437, 1.0340, 1.1535], [4.1107, -1.2825, 1.1690], [-4.8635, 1.4973, -0.2845], [3.1652, -2.2305, -2.6391], [0.0488, -0.2034, 2.2172], [-3.6771, 2.1846, 0.4199], [2.3816, 0.3372, 1.6131], [3.3341, 1.3451, 1.4643], [2.0765, -1.3322, -2.0491], [-1.9406, -2.4494, -0.3443], [-3.5990, -0.6522, -0.3383], [-3.5459, 0.9836, -2.3352], [-0.0053, -2.5234, -2.0249], [5.0551, -0.2820, 0.9886], [-1.2370, 1.7675, 0.0454], [6.4802, -0.6022, 0.6524], [-4.3643, 0.3660, -1.1924], [-2.7269, 2.1700, -1.8061], [0.5634, 2.0231, 1.7387], [2.4939, 0.3627, -3.3100], [-2.8755, 0.2546, -2.7890], [3.0674, 2.3817, 1.5942], [2.9153, -3.2798, -2.4969], [6.5768, -1.6300, 0.3112], [-2.0760, -0.0017, 1.9164], [-3.5178, 1.7139, 1.3873], [-0.8529, -2.6498, -2.7070], [7.1126, -0.4738, 1.5314], [5.3611, 1.8341, 1.0360], [4.4029, -2.3175, 1.0618], [-3.9025, 3.2489, 0.5747], [-5.2250, -0.1683, -1.6103], [-1.7598, 2.2262, -2.3071], [-5.5341, 1.0931, 0.4724], [0.1377, -2.4547, 0.1459], [3.3289, 0.3921, -1.7435], [-1.4903, 2.7391, 1.9506], [-1.4490, 0.7899, 3.3623], [-4.2224, 1.3342, -3.1166], [0.4989, -3.4974, -1.9342], [4.1132, -2.0278, -2.1482], [-0.4144, -0.9620, -0.6142], [2.0005, -1.5271, -0.9728], [6.8515, 0.0634, -0.1248], [-5.4197, 2.2135, -0.8911], [-2.7844, -1.4993, -2.0086], [1.5964, 0.7490, -1.8380], [3.2657, -2.0399, -3.7047], [-3.2659, 3.1096, -1.9674], [2.0910, -1.7849, 1.6253], [-2.1319, -2.3648, 0.7272], [-2.1283, -3.4812, -0.6573], [0.7929, 2.6029, 2.6414], [1.0216, 2.4968, 0.8684]], "forces_ev_per_angstrom": [[0.269, -0.122, -0.136], [-0.160, 0.012, 0.414], [0.117, 0.195, -0.214], [-0.022, -0.250, 0.076], [-0.209, -0.015, -0.298], [0.004, 0.234, -0.145], [0.191, -0.210, -0.385], [-0.143, -0.160, 0.088], [0.042, -0.225, -0.130], [-0.273, -0.383, 0.159], [0.189, 0.016, -0.045], [-0.099, -0.107, -0.036], [0.004, -0.124, -0.021], [0.078, 0.213, -0.032], [0.084, -0.256, 0.066], [-0.443, 0.116, 0.189], [-0.417, -0.010, 0.183], [-0.227, 0.237, 0.391], [0.353, -0.209, 0.001], [-0.130, 0.053, 0.044], [0.322, 0.129, -0.035], [0.315, -0.089, 0.267], [-0.338, 0.039, -0.563], [0.002, 0.019, 0.065], [-0.118, 0.057, 0.166], [0.021, 0.004, -0.031], [0.129, 0.186, 0.369], [0.008, 0.039, 0.073], [-0.112, 0.115, 0.136], [0.210, 0.002, -0.364], [-0.035, 0.408, -0.088], [0.058, 0.027, -0.174], [-0.006, 0.029, -0.079], [-0.075, 0.091, -0.005], [0.030, -0.141, 0.001], [0.064, -0.055, -0.040], [0.102, 0.015, 0.080], [-0.020, 0.071, -0.066], [0.009, -0.111, 0.042], [0.108, -0.028, 0.003], [0.060, 0.090, -0.019], [0.027, -0.114, -0.020], [-0.002, -0.076, 0.034], [0.077, 0.009, 0.044], [-0.184, 0.078, 0.038], [-0.027, 0.085, -0.019], [0.034, 0.047, 0.024], [0.163, 0.054, 0.055], [0.046, -0.066, 0.010], [0.025, -0.014, 0.017], [0.023, -0.045, -0.025], [-0.095, 0.017, -0.044], [0.161, -0.009, 0.056], [0.027, 0.020, 0.047], [-0.043, 0.018, -0.085], [0.079, -0.007, -0.058], [-0.024, 0.006, -0.011], [-0.120, 0.151, 0.103], [-0.026, 0.093, 0.042], [0.026, 0.036, -0.122], [0.018, -0.036, -0.008], [-0.049, -0.004, -0.014], [-0.013, -0.117, -0.146], [-0.017, 0.012, 0.102], [-0.020, 0.007, -0.076], [-0.029, -0.042, 0.151]]}

***

3.
{"formula": "C24H35N4O4PdS3Si", "method": "the ωB97M-V functional and the def2-TZVPD basis", "s2": 6.0220, "total_charge": 1, "e_homo_ev": [-10.0, -9.8], "de_lowest_kj_mol": 62.4, "spin_multiplicity": 5, "homo_lumo_gap_ev": [7.1, 4.8], "elements": ["Pd", "S", "S", "S", "Si", "O", "O", "O", "O", "N", "N", "N", "N", "C", "C", "C", "C", "C", "C", "C", "C", "C", "C", "C", "C", "C", "C", "C", "C", "C", "C", "C", "C", "C", "C", "C", "C", "H", "H", "H", "H", "H", "H", "H", "H", "H", "H", "H", "H", "H", "H", "H", "H", "H", "H", "H", "H", "H", "H", "H", "H", "H", "H", "H", "H", "H", "H", "H", "H", "H", "H", "H"], "positions_angstrom": [[1.0381, -0.3275, 0.1625], [-0.7452, -1.8343, -1.8937], [0.3037, -3.7506, 1.2031], [-0.7427, -2.9180, 3.8246], [-1.3835, 1.8753, -1.4300], [0.2830, 1.2638, 1.6351], [0.0936, 3.6918, 2.5677], [2.4396, -0.7577, 1.8202], [0.6995, -1.9739, -1.3854], [0.0926, 0.9547, -1.3459], [2.3025, 0.6036, -1.3394], [-0.8028, -0.4592, 2.7258], [-0.3183, -1.2456, 1.7897], [-0.1896, -5.0906, 2.3198], [-0.2899, -2.5106, 2.2231], [-1.1862, 1.8225, 3.4044], [-0.0432, -4.5896, 3.7413], [-2.7979, 2.2612, 5.1587], [-0.5330, 0.9009, 2.5009], [1.2674, 1.2386, -1.9433], [-1.5852, -3.7049, -3.6628], [1.5116, 2.0551, -3.0665], [-1.9971, 1.9975, -3.2060], [3.5513, 0.6632, -1.8172], [-2.6435, 0.9833, -0.3706], [-0.8346, 3.1845, 3.3892], [-1.1337, 3.6128, -0.8056], [-0.5569, -2.8317, -4.3783], [3.8404, 1.4428, -2.9191], [-2.1755, 1.3830, 4.3097], [-1.2810, -3.5525, -2.1745], [-2.4300, 3.6126, 5.1301], [3.4007, 0.1774, 2.1453], [2.8015, 2.1492, -3.5298], [-0.6281, -1.4932, -3.6603], [-1.4647, 4.0715, 4.2663], [4.6035, -0.1411, -1.1147], [3.0124, 2.7712, -4.3899], [-3.3349, 0.4009, -0.9820], [0.7023, 2.5846, -3.5440], [0.2267, -0.8278, -3.7755], [-3.5595, 1.9168, 5.8423], [-2.4357, 0.3353, 4.3188], [-2.1601, 0.2886, 0.3245], [-1.7483, 2.9657, -3.6431], [0.4571, -5.9435, 2.1191], [3.1324, 0.6398, 3.1054], [4.1490, -0.8848, -0.4608], [4.3247, -0.3894, 2.3476], [-1.5359, -0.9457, -3.9200], [-1.0301, 3.6751, 0.2754], [-2.5943, -3.3500, -3.8832], [-0.2389, 4.0487, -1.2564], [-2.9117, 4.3119, 5.8012], [4.8512, 1.4953, -3.2953], [-1.9796, 4.2426, -1.0886], [-1.2217, -5.3627, 2.0982], [1.0023, -4.5432, 4.0455], [-3.2365, 1.6868, 0.2129], [0.4427, -3.2585, -4.2784], [-0.4142, -4.1473, -1.8890], [-1.5678, 1.2348, -3.8548], [5.2521, 0.5050, -0.5208], [-0.7668, -2.7206, -5.4412], [-3.0825, 1.8994, -3.2499], [3.5691, 0.9177, 1.3603], [5.2339, -0.6608, -1.8345], [-1.5357, -4.7509, -3.9624], [0.4070, 2.9841, 1.9726], [-2.1093, -3.7791, -1.5079], [-1.1751, 5.1121, 4.2362], [-0.5905, -5.2161, 4.4436]], "forces_ev_per_angstrom": [[-0.311, 0.079, -0.407], [0.195, -0.055, 0.252], [0.036, -0.025, -0.131], [-0.071, -0.050, 0.208], [0.110, -0.097, 0.013], [0.283, 0.173, 0.004], [-0.023, 0.027, 0.035], [0.145, -0.130, 0.200], [-0.208, 0.012, 0.149], [-0.124, 0.046, -0.134], [0.136, -0.013, -0.074], [0.055, 0.513, -0.240], [-0.079, -0.241, 0.427], [-0.046, -0.072, 0.045], [0.166, 0.239, -0.326], [-0.128, -0.034, 0.029], [-0.024, -0.066, -0.037], [0.075, -0.007, -0.072], [-0.116, -0.507, 0.206], [-0.210, 0.035, 0.130], [-0.009, 0.001, -0.011], [0.027, -0.052, 0.084], [0.003, 0.047, -0.016], [-0.050, -0.013, 0.019], [0.058, -0.219, 0.033], [0.058, 0.228, -0.054], [0.031, 0.091, -0.089], [0.003, -0.012, 0.014], [-0.042, 0.018, -0.029], [0.000, -0.021, -0.020], [0.081, -0.063, -0.104], [-0.026, 0.008, 0.042], [-0.027, -0.147, -0.054], [0.075, -0.012, -0.013], [0.063, 0.116, -0.067], [0.041, -0.040, -0.050], [0.038, -0.037, 0.031], [0.016, 0.015, -0.023], [-0.016, -0.042, 0.009], [-0.075, 0.027, -0.031], [0.015, -0.011, -0.050], [-0.010, -0.010, 0.016], [-0.009, -0.035, -0.004], [-0.049, 0.064, -0.060], [0.021, 0.044, -0.012], [-0.004, 0.009, 0.004], [0.017, 0.019, -0.040], [-0.018, 0.021, -0.015], [0.001, 0.074, -0.001], [-0.016, -0.020, -0.008], [0.030, -0.029, 0.085], [-0.003, 0.007, -0.010], [0.021, 0.052, 0.010], [-0.007, 0.002, 0.000], [0.022, -0.005, -0.021], [-0.040, 0.021, -0.014], [0.018, 0.006, -0.012], [-0.010, 0.031, -0.003], [-0.046, 0.070, 0.036], [0.003, -0.012, 0.016], [0.042, -0.012, 0.043], [0.014, -0.045, -0.010], [0.014, 0.000, 0.022], [-0.021, 0.000, -0.004], [-0.068, 0.007, 0.005], [-0.012, 0.013, 0.076], [0.015, 0.020, -0.022], [0.019, -0.008, -0.003], [0.001, 0.000, 0.040], [-0.057, -0.007, -0.008], [0.006, 0.017, 0.001], [-0.001, -0.004, 0.000]]}

***

| no. | E (a.u.) |
| --- | --- |
| 1 | -1125.22802 |
| 2 | -1400.82624 |
| 3 | -3067.16853 |